Density functional theory data (ωB97M-V/def2-TZVPD) for a molecular structure, C38H47N9O4PPbS3.

Total energy ... -3998.939318 hartree
Relative energy (zero: lowest compared OMol25 entry of this formula, charge and spin) ... 0.0 kcal per mole
Charge ... -1
HOMO-LUMO gap ... 6.5955 eV

Structure (XYZ):
```
103
Properties=species:S:1:pos:R:3:forces:R:3
H 1.3606 -6.5889 -1.6035 0.009 0.006 0.002
H 3.6774 -4.2518 -0.0425 0.005 0.001 -0.014
C -2.1255 0.9326 3.0519 0.090 0.017 0.014
H 2.0412 -2.3506 5.0647 0.007 0.009 0.008
S 4.3941 -4.7720 2.7031 0.057 0.007 -0.051
C 4.3176 -2.0353 2.4109 0.017 0.014 -0.012
H -2.2105 -5.5013 0.1655 -0.005 -0.004 -0.001
C 3.4952 2.1247 5.2840 0.021 0.048 0.026
H 3.1170 -2.1422 -1.2516 -0.006 0.002 0.001
H -3.3860 -1.9624 0.7659 -0.004 0.000 -0.004
C -0.2222 0.4830 -4.6258 -0.008 -0.005 -0.015
H 1.3649 -7.5801 0.9149 0.005 -0.004 0.003
C -0.0476 -0.7226 -3.9574 -0.003 0.013 0.018
C -2.9028 0.7342 1.8332 -0.067 0.010 -0.039
H -2.6211 0.8303 4.0178 0.015 -0.039 0.000
O 4.4337 -5.8291 1.7002 0.016 0.019 0.000
H -4.7566 -5.6613 1.0835 -0.002 -0.001 0.000
C 0.7680 -6.2708 -0.7454 0.000 -0.009 -0.003
P -0.5710 -3.1870 1.1861 0.057 0.015 -0.079
N -2.1616 -3.6362 1.1600 -0.013 -0.006 0.078
C 0.5483 -4.7616 -0.7183 -0.001 -0.008 -0.008
C 4.1843 -3.2602 1.7675 0.000 0.009 0.051
S 1.7991 1.6225 5.5872 0.075 0.017 0.089
C -0.3201 6.5764 1.3188 -0.007 -0.015 0.011
C -4.2960 0.6272 1.9097 0.024 0.017 0.017
H -0.2870 -4.4337 -1.3420 -0.015 -0.012 -0.003
H -0.3284 0.5029 -5.7033 -0.001 0.001 0.000
C 1.0189 -2.2135 3.1571 -0.002 -0.033 -0.006
H -0.3914 2.6220 -4.3841 -0.002 0.001 0.001
N -2.2654 0.6464 0.6547 0.013 -0.023 -0.016
C -0.2232 4.1557 -0.0159 -0.003 0.056 0.021
H 1.4139 -5.2452 2.3480 -0.031 -0.021 -0.041
H 3.5828 1.1343 0.1742 -0.001 -0.004 0.015
H 0.6369 5.2356 -1.6493 0.001 0.006 0.004
H 1.4430 -4.2273 -1.0531 -0.003 0.011 -0.010
H -4.3803 -4.5008 -0.2001 0.000 0.002 -0.002
O 3.1860 -4.8098 3.5324 0.022 0.022 0.074
H 3.9917 1.4475 4.5933 -0.016 -0.031 0.011
C 3.7667 -3.2913 0.4485 -0.018 -0.018 0.011
C 1.0421 1.7662 4.0011 -0.210 -0.199 -0.096
H -1.1409 5.4605 2.9595 0.000 -0.005 0.002
N -0.1817 2.8703 -0.6345 0.081 -0.071 -0.062
N -0.8808 1.2337 2.9691 -0.153 0.078 -0.154
H 0.2067 -1.6973 -2.0650 0.001 0.016 -0.017
C 3.4608 -2.1143 -0.2221 -0.015 -0.016 -0.010
H 3.3026 0.2710 -1.2279 0.000 0.025 -0.001
H 2.5098 -6.2936 0.5719 0.011 -0.004 -0.032
H -2.4850 -5.6056 1.9094 0.007 -0.004 -0.006
C -0.1239 1.6158 -2.5138 0.018 -0.024 0.036
H -0.1981 -6.7834 -0.7920 -0.003 0.000 -0.007
C 0.7380 -5.5945 1.5655 -0.044 -0.032 0.047
C -3.2175 -2.6974 1.5564 0.005 -0.013 -0.040
H -1.7167 -3.1118 4.2715 0.010 0.006 0.008
C 3.5788 -0.8917 0.4272 0.001 -0.005 0.023
H -5.3737 -3.0666 1.5298 -0.004 0.001 0.008
H -0.0850 -3.7770 5.9174 0.003 -0.010 0.000
C -4.1708 -4.7760 0.8364 -0.007 0.002 -0.004
H -4.4948 -3.9283 2.7966 0.008 -0.008 -0.001
C -0.2584 1.6621 -3.8990 0.006 0.024 -0.004
H -1.0009 3.2838 1.7666 -0.010 0.000 0.002
H 0.5607 7.4128 -0.4520 -0.001 -0.001 -0.003
C -5.0301 0.4531 0.7550 -0.002 -0.002 -0.018
N -0.2120 1.3350 4.1255 0.191 0.051 0.164
H -4.8928 0.2339 -1.3930 0.001 0.001 -0.004
H 1.0673 -1.1726 2.8375 -0.005 0.010 0.005
N -0.2656 -2.8347 2.7555 0.052 -0.027 0.037
C -0.7070 4.2054 1.2829 0.011 -0.038 -0.009
C -4.4445 -3.5880 1.7594 -0.001 0.004 -0.010
C 0.1908 6.5149 0.0271 0.001 -0.006 -0.006
C -2.9821 0.4675 -0.4532 -0.024 0.025 -0.008
C 0.0536 0.4258 -1.8093 0.028 -0.114 -0.031
C 1.4489 -6.5417 0.5957 -0.027 0.017 0.046
C -0.7685 5.4217 1.9440 0.006 0.036 0.001
H -0.3488 7.5229 1.8439 -0.001 0.002 -0.001
H 0.9807 -4.4821 4.6814 -0.005 -0.018 -0.004
H 1.8552 -2.7641 2.7272 0.015 0.000 -0.014
C 0.2964 -3.6613 4.9023 -0.005 0.013 0.001
C -2.6720 -4.9964 1.0146 0.000 0.011 -0.007
O 5.6193 -4.5936 3.4584 -0.029 0.001 0.019
N -0.1955 2.8948 -1.8720 -0.010 0.024 0.029
C -4.3635 0.3734 -0.4610 -0.003 -0.007 0.025
H -0.0193 -1.6501 -4.5188 0.003 -0.001 0.000
H -2.9440 -2.1554 2.4652 0.003 0.009 0.000
N 3.1807 0.2978 -0.2256 -0.010 0.051 -0.050
H 3.5432 3.1346 4.8834 -0.018 0.003 0.025
H -1.1309 -4.6173 3.5520 -0.009 0.009 0.004
H 3.9826 2.0818 6.2584 0.033 0.006 -0.012
C 1.0252 -2.3400 4.6741 -0.015 0.012 -0.013
H -0.1215 -6.0906 2.0345 -0.027 -0.018 -0.028
H -4.7775 0.6929 2.8768 -0.001 -0.003 0.003
C 4.0119 -0.8570 1.7521 -0.003 0.011 -0.015
C 0.0884 -0.7427 -2.5705 -0.003 0.002 -0.067
C 0.2396 5.3060 -0.6462 -0.032 0.019 -0.026
Pb 0.3897 0.3190 0.5338 -0.023 0.074 0.079
H 0.4805 -1.5024 5.1184 0.012 -0.007 0.011
H -2.4135 0.3904 -1.3726 -0.002 -0.004 -0.002
N 0.2894 -4.4879 0.6982 0.005 0.066 0.032
S 1.8710 2.3570 2.6567 0.054 0.044 0.003
H -6.1097 0.3795 0.7990 -0.003 -0.001 0.001
H 4.0751 0.0966 2.2647 0.008 0.011 0.000
O -0.3112 -2.0222 0.2772 -0.089 -0.082 0.015
H 4.6437 -2.0170 3.4435 0.009 -0.007 0.003
C -0.8295 -3.6173 3.8710 -0.016 -0.010 -0.015
```
Positions in Å, forces in eV/Å.